No. 1
DFT (ωB97M-V/def2-TZVPD) results for a 11-piece molecular cluster, C21H64N6O11 overall at a distorted geometry.

The calculation puts the energy above the lowest of the compared OMol25 structures with the same formula, charge and spin at 0.0 kcal/mol. The HOMO-LUMO gap is 9.2486 eV. The net charge is 0. As for the SMILES: NC(N)=O.NC(N)=O.NC(N)=O.CC(C)O.CC(C)O.CC(C)O.CC(C)O.CC(C)O.CO.CO.CO. The calculation puts the LUMO energy at 0.14 eV.

Element x y z (Å)
C: -5.26 -3.99 1.40
H: 5.75 2.97 -0.11
H: 1.76 2.49 -1.65
H: -0.70 2.33 -4.13
H: -3.46 3.77 -0.34
H: -0.02 1.40 2.47
O: -2.83 4.95 1.25
H: -4.11 1.69 -3.83
H: -1.51 2.68 0.36
O: 3.28 -4.83 -0.73
H: 1.03 -1.81 -1.48
C: 1.78 1.21 -4.03
C: -0.05 -0.73 0.03
O: -4.00 -3.53 0.89
C: 1.23 -1.36 -0.50
H: 2.62 0.52 -3.98
C: 2.08 -4.83 -1.47
H: 3.02 2.84 -4.45
H: -3.61 6.12 -0.95
H: -4.37 -5.69 2.47
N: -3.54 0.90 -3.60
C: -1.32 3.65 -0.12
H: 4.36 -1.10 -2.46
H: 2.07 -0.68 -0.65
O: -0.36 0.45 -0.74
H: 3.20 1.98 0.38
H: 5.57 0.24 0.50
C: -1.52 1.98 4.75
H: 0.23 3.23 4.87
H: 1.30 4.40 -3.97
H: -6.26 -2.15 0.88
N: -1.71 2.24 -4.21
H: -0.88 -4.27 -1.99
H: -5.74 -2.14 2.54
C: 4.09 2.47 0.80
H: 1.16 2.79 2.71
N: 4.62 -0.60 -1.63
H: 2.18 0.36 3.66
H: 1.45 -2.20 0.16
C: 2.55 2.82 -2.33
N: 5.47 -0.77 0.54
O: 4.94 -2.67 -0.64
H: -0.50 0.15 -1.66
H: -1.92 6.39 -0.70
H: -3.27 4.29 1.79
H: -1.32 -1.94 -1.24
H: -2.61 -4.57 -2.13
O: -1.42 0.04 -3.66
C: -5.02 -4.83 2.64
C: -1.71 -4.85 -1.57
H: 0.05 -0.48 1.09
H: 1.81 -5.84 -1.80
C: -2.18 1.02 -3.81
O: 1.05 3.49 -4.16
C: -6.12 -2.79 1.75
C: -2.62 4.42 -0.07
H: 1.27 -4.44 -0.85
N: 2.63 -0.24 2.98
H: 1.29 1.04 -5.00
H: -1.64 1.92 5.84
H: -5.94 -5.20 3.09
H: 3.75 -3.98 -0.89
H: 0.97 0.84 -3.39
H: -2.13 -1.14 0.13
C: 2.65 -1.58 3.30
H: -2.23 2.71 4.39
H: 2.90 0.13 2.09
O: 0.80 1.27 4.99
H: -0.51 3.09 2.51
C: -0.06 2.26 4.44
H: -4.59 -4.15 3.38
H: 2.77 3.89 -2.18
H: -7.11 -3.13 2.06
H: 5.91 -1.21 1.32
H: -1.04 3.36 -1.13
H: -2.28 3.06 -4.18
H: 3.46 2.25 -2.16
H: -0.47 4.06 0.43
H: 0.30 0.70 5.57
O: 2.28 -2.00 4.39
H: -1.19 -2.63 0.35
H: -3.98 0.01 -3.57
N: 3.18 -2.39 2.32
H: 4.40 0.36 -1.46
H: -3.51 -3.06 1.58
H: -2.70 -4.33 0.09
O: 5.21 2.18 -0.02
H: -5.72 -4.56 0.60
C: 2.16 2.65 -3.80
H: 3.15 -3.38 2.46
H: 2.10 -4.18 -2.36
C: 0.18 2.36 2.95
H: -2.50 5.37 -2.06
H: -1.44 -5.88 -1.81
H: 3.91 3.54 0.89
H: 3.40 -2.06 1.41
C: -2.64 5.62 -1.00
C: 4.99 -1.42 -0.58
H: -1.79 1.00 4.32
C: -1.24 -1.68 -0.19
O: -1.84 -4.74 -0.18
H: 4.20 2.03 1.79



No. 2
DFT (ωB97M-V/def2-TZVPD) results for a 2-piece molecular cluster, C16H17N overall at a distorted geometry.

The calculation puts the energy above the lowest of the compared OMol25 structures with the same formula, charge and spin at 59.1 kcal/mol. The HOMO-LUMO gap is 8.3914 eV. The net charge is 0. As for the SMILES: Cc1c[nH]c2ccccc12.Cc1ccccc1. The calculation puts the LUMO energy at 0.73 eV.

Element x y z (Å)
C: -3.47 0.43 -2.58
H: 3.32 2.17 0.44
C: 2.77 -0.43 -1.02
H: 2.81 3.85 2.43
C: 2.05 -1.61 1.05
C: -2.45 -1.34 -1.36
H: -1.69 -2.03 -1.21
H: 3.89 -0.25 -1.12
H: -3.48 1.01 -3.55
H: 2.59 -1.47 -1.42
C: -4.48 0.59 -1.62
H: 1.72 0.28 4.66
C: -3.42 -1.23 -0.37
C: -1.48 -0.66 -3.57
H: -5.44 -0.38 0.16
H: 2.02 -2.62 0.46
H: -5.26 1.32 -1.65
H: -0.50 -0.28 -3.43
C: 2.25 2.10 3.75
C: 1.85 0.82 3.78
C: 2.84 1.93 1.34
H: 1.38 -2.11 3.09
C: 2.49 -0.37 0.44
C: 2.72 2.70 2.54
C: -4.50 -0.31 -0.49
H: -3.51 -1.87 0.54
H: 2.02 2.72 4.54
H: -1.41 -1.75 -3.97
N: 1.83 -1.35 2.42
H: 2.23 0.34 -1.52
C: -2.43 -0.55 -2.47
H: -1.91 -0.18 -4.46
C: 2.12 -0.05 2.70
C: 2.52 0.59 1.46



No. 3
DFT (ωB97M-V/def2-TZVPD) results for C30H23Cl4N2O2PPd as an isolated structure at a distorted geometry.

The calculation puts the energy above the lowest of the compared OMol25 structures with the same formula, charge and spin at 90.0 kcal/mol. The HOMO-LUMO gap (alpha / beta) is 4.7187 / 5.2557 eV. The net charge is +2. The calculation puts the LUMO energy (alpha / beta) at -8.67 / -8.34 eV.

Element x y z (Å)
H: 1.07 -2.36 0.43
C: -5.06 1.32 0.52
C: -0.69 -0.87 2.87
C: -0.66 -3.16 -0.28
H: -5.25 0.41 -2.74
C: -0.07 1.94 3.16
C: 1.29 2.44 2.40
Cl: 2.80 1.99 3.15
C: -3.81 0.81 0.83
H: -4.04 -4.90 0.28
H: 6.03 0.20 -4.81
C: -3.08 0.15 -0.15
C: -2.97 -3.05 0.37
P: -1.51 -0.64 0.20
H: 1.22 -2.97 -1.09
H: -3.03 -0.50 -2.21
Cl: 0.33 4.57 -1.57
C: 0.61 2.33 -0.11
C: 4.68 -0.45 -1.74
C: -0.61 1.36 1.87
O: 0.34 1.74 -1.15
C: 6.12 0.06 -3.74
H: 6.77 -0.81 -3.55
H: -5.64 1.83 1.28
C: 0.90 4.55 1.03
C: -3.60 0.01 -1.44
Cl: 0.88 6.25 0.98
N: 0.60 -2.46 -0.47
H: 0.06 -1.02 4.92
H: 0.08 -5.08 -0.89
C: 2.39 -0.17 -3.17
C: 3.44 -0.60 -1.16
C: -0.97 -0.08 1.83
C: -0.10 -0.34 4.10
H: 0.60 1.33 5.17
H: -1.36 1.99 1.38
Cl: 1.42 4.81 3.62
C: -3.09 -4.41 0.13
H: 6.62 0.93 -3.32
C: -1.75 -2.42 0.17
C: -4.85 0.52 -1.75
N: 2.30 -0.47 -1.87
H: 3.61 0.24 -4.86
H: -0.62 2.79 3.54
H: 3.33 -0.81 -0.11
C: -5.58 1.18 -0.76
H: -0.93 -1.93 2.82
H: 5.56 -0.57 -1.13
C: -0.77 -4.51 -0.53
C: -2.00 -5.13 -0.33
C: 3.60 0.00 -3.81
H: 1.46 -0.08 -3.71
H: -3.83 -2.47 0.70
C: 1.22 3.90 2.25
H: -3.44 0.89 1.84
H: -6.56 1.58 -1.00
C: 0.94 1.58 1.14
C: 0.20 0.95 4.24
O: 1.62 0.51 0.91
Pd: 0.49 -0.45 -0.92
H: -2.11 -6.19 -0.55
C: 4.79 -0.13 -3.09
C: 0.61 3.83 -0.11



No. 4
DFT (ωB97M-V/def2-TZVPD) results for one molecule with the formula C4H8O2 at a distorted geometry.

The calculation puts the energy above the lowest of the compared OMol25 structures with the same formula, charge and spin at 63.8 kcal/mol. The HOMO-LUMO gap is 10.9870 eV. The net charge is 0. As for the SMILES: COC[C@H]1CO1. The calculation puts the LUMO energy at 1.04 eV.

Element x y z (Å)
C: -0.06 -0.49 -0.54
C: 1.94 0.28 0.99
H: 1.34 1.13 1.37
O: -0.82 0.37 0.23
C: 1.37 -0.59 -0.05
O: 1.51 -1.05 1.31
H: -2.27 1.12 -1.21
H: -2.61 1.19 0.53
C: -2.16 0.59 -0.24
H: 2.08 -1.01 -0.80
H: -0.07 -0.12 -1.59
H: -0.54 -1.46 -0.59
H: -2.72 -0.40 -0.35
H: 3.02 0.43 0.95



No. 5
DFT (ωB97M-V/def2-TZVPD) results for C48H26BrCl5F4HfN5O3PSSe as an isolated structure at a distorted geometry.

The calculation puts the energy above the lowest of the compared OMol25 structures with the same formula, charge and spin at 88.0 kcal/mol. The HOMO-LUMO gap is 7.6564 eV. The net charge is 0. The calculation puts the LUMO energy at -0.56 eV.

Element x y z (Å)
Se: 0.13 -2.85 -4.16
F: 3.33 -3.89 2.43
H: -4.23 3.01 -0.08
F: 6.12 0.64 1.42
C: 0.96 0.17 3.71
C: 0.03 -2.14 -2.62
C: 2.15 2.77 -3.09
C: -3.28 5.64 1.83
H: 0.92 0.93 2.94
C: 0.89 1.16 -1.07
C: -3.77 3.56 0.72
H: -3.07 -2.04 -2.94
Cl: 2.72 -0.77 -1.39
H: -3.38 6.71 1.89
P: 1.42 -1.49 1.56
H: -4.47 5.47 0.06
N: 0.00 -1.67 -1.53
C: -2.12 0.77 -6.06
C: -2.25 -2.17 1.90
Cl: -0.68 3.18 -0.34
C: -3.57 -3.86 3.01
C: 0.52 2.48 -1.35
H: -5.11 0.21 6.78
C: -2.42 -0.02 -1.93
H: 2.29 -3.21 -0.50
O: -2.58 -1.17 -1.45
H: 0.66 1.57 5.30
C: -4.69 0.36 5.80
H: -1.73 2.81 -5.48
H: 1.88 -5.56 -1.07
Br: 3.21 1.20 1.29
C: -2.43 3.58 2.72
H: -1.91 0.95 -7.10
C: -3.51 0.76 3.24
C: -3.89 4.94 0.80
Cl: 2.86 3.71 -4.32
H: -2.58 -1.31 -6.33
C: 1.06 -3.26 1.27
C: -3.42 -0.37 5.54
H: -1.88 3.04 3.48
C: 0.90 -0.43 6.03
C: -2.48 -0.49 -5.64
Cl: 0.48 4.84 -2.66
H: 1.56 -3.13 4.11
C: -2.70 -0.76 -4.29
H: -2.72 -0.30 6.37
C: 3.28 -1.61 1.74
C: -2.51 0.28 -3.36
C: 4.04 -0.46 1.55
Cl: 4.05 0.93 -3.59
C: 1.32 -2.11 4.36
C: -2.19 1.57 -3.81
C: -2.55 4.96 2.79
O: -2.02 0.90 -1.14
C: -3.03 -2.57 2.94
C: 5.43 -0.48 1.62
C: 1.16 -1.75 5.68
C: 1.09 3.27 -2.34
C: 0.63 -5.93 0.63
H: 0.47 -6.96 0.38
O: -3.06 -1.99 -3.92
C: 0.03 -5.37 1.75
H: -1.71 -0.04 4.09
C: -4.70 1.29 3.56
N: -3.70 -1.79 5.20
C: 1.43 -5.14 -0.19
N: -1.48 -1.76 1.12
H: 0.78 -0.16 7.06
C: 2.01 0.74 -1.80
H: -2.07 5.50 3.59
C: 6.10 -1.67 1.90
S: -2.86 1.09 1.57
C: 0.82 0.53 5.04
H: -0.83 1.55 2.22
C: -2.00 1.82 -5.14
C: -2.79 -0.19 4.12
H: -0.59 -5.98 2.39
H: -6.25 1.54 5.05
H: 1.24 -2.50 6.45
C: 2.66 1.51 -2.77
H: -2.09 2.36 -3.08
C: -5.30 1.07 4.86
F: 5.97 -3.95 2.48
Hf: -0.65 -0.27 -0.18
N: -3.99 -4.93 3.07
H: -0.27 -3.62 2.92
C: 0.23 -4.04 2.06
N: -1.27 0.86 1.61
C: -3.04 2.89 1.69
C: 1.64 -3.81 0.13
C: 1.19 -1.15 3.36
C: 5.36 -2.81 2.15
H: -5.22 1.94 2.87
F: 7.43 -1.70 1.96
C: -3.20 -1.65 4.01
C: 3.97 -2.77 2.09



No. 6
DFT (ωB97M-V/def2-TZVPD) results for a 2-piece molecular cluster, C3H4Br2O overall at a distorted geometry.

The calculation puts the energy above the lowest of the compared OMol25 structures with the same formula, charge and spin at 68.6 kcal/mol. The HOMO-LUMO gap (alpha / beta) is 5.9790 / 5.9799 eV. The net charge is 0. The calculation puts the LUMO energy (alpha / beta) at -2.22 / -2.22 eV.

Element x y z (Å)
C: 1.04 1.10 0.26
Br: 2.76 1.08 -0.64
H: 0.39 1.97 0.35
H: -1.07 -1.29 0.62
H: -1.12 -1.13 -1.14
H: 0.14 -2.12 -0.23
C: -0.47 -1.21 -0.26
C: 0.19 -0.06 0.19
O: 0.79 0.19 1.37
Br: -2.64 1.47 -0.52



What is the formula in the second record? C16H17N



Which of these has the highest net charge? C30H23Cl4N2O2PPd



Which value of net charge does entry 4 give? 0



Which value of net charge does entry 1 give? 0